DFT (ωB97M-V with the def2-TZVPD basis set) results for a 2-piece molecular cluster, C3H8FNS overall at a distorted geometry.

## Properties
2S+1 = 1
energy relative to the best compared isomer or geometry (same formula, charge and spin) = 79.6 kJ/mol
SMILES = CN(C)C=S.F
HOMO energy = -0.31566 Ha
Kohn-Sham gap = 9.15 eV

Bonds (Å) are listed after each position.
Geometry (Å):
1 C 0.087 0.817 1.147  N2 1.462, H6 1.062, H7 1.081, H8 1.086
2 N 0.009 0.032 -0.084  C1 1.462, C3 1.423, C4 1.284
3 C 0.194 0.592 -1.379  N2 1.423, H9 1.097, H10 1.121, H11 0.996
4 C -0.122 -1.241 0.017  N2 1.284, S5 1.633, H12 1.187
5 S -0.035 -2.069 -1.387  C4 1.633
6 H 0.548 0.295 1.949  C1 1.062
7 H 0.644 1.709 0.901  C1 1.081
8 H -0.882 1.166 1.492  C1 1.086
9 H 0.258 1.662 -1.148  C3 1.097
10 H 1.208 0.391 -1.812  C3 1.121
11 H -0.460 0.338 -2.087  C3 0.996
12 H -0.386 -1.670 1.092  C4 1.187
13 F -2.732 -3.500 -0.964  H14 0.927
14 H -2.020 -3.062 -1.365  F13 0.927